{
  "formula": "C15H16NO3",
  "method": "ωB97M-V/def2-TZVPD",
  "species": ["C", "C", "C", "O", "C", "H", "H", "H", "H", "H", "H", "C", "C", "O", "C", "C", "C", "C", "C", "C", "C", "N", "C", "C", "O", "H", "H", "H", "H", "H", "H", "H", "H", "H", "H"],
  "coordinates": [[2.016, 1.281, 1.715], [0.610, 1.571, 2.275], [0.277, 2.324, 0.955], [-0.704, 2.869, 0.509], [1.736, 2.131, 0.460], [2.816, 1.687, 2.336], [2.215, 0.222, 1.506], [0.002, 0.668, 2.415], [0.602, 2.220, 3.170], [2.314, 3.069, 0.403], [1.785, 1.564, -0.476], [1.966, 0.520, -4.293], [0.481, 0.535, -3.991], [0.332, 0.218, -2.600], [-0.986, 0.193, -2.224], [-1.169, -0.303, -0.880], [-2.428, -0.635, -0.356], [-3.609, -0.127, -0.980], [-4.868, -0.419, -0.511], [-5.039, -1.258, 0.591], [-6.366, -1.443, 1.096], [-7.462, -1.574, 1.497], [-3.910, -1.863, 1.171], [-2.631, -1.579, 0.715], [-1.861, 0.547, -3.036], [2.180, 0.698, -5.350], [2.486, 1.319, -3.754], [2.404, -0.449, -4.023], [0.035, 1.524, -4.167], [-0.049, -0.183, -4.637], [-0.254, -0.658, -0.423], [-3.479, 0.435, -1.891], [-5.727, 0.037, -0.991], [-4.068, -2.520, 2.030], [-1.780, -2.115, 1.138]],
  "forces_ev_per_a": [[0.33, 0.12, 0.21], [-0.50, -0.17, -0.10], [-0.40, 0.60, -0.08], [1.33, -0.61, 0.68], [-0.29, -0.05, -0.46], [0.05, -0.17, -0.02], [-0.09, 0.33, 0.06], [-0.08, 0.37, 0.17], [-0.20, -0.34, -0.40], [-0.31, -0.35, -0.13], [0.01, 0.32, -0.03], [0.28, 0.08, 0.03], [0.26, 0.26, -0.03], [0.28, 0.00, -0.86], [-1.66, -0.14, 1.04], [0.73, 0.11, -1.16], [-0.39, -0.54, -0.16], [-0.37, -0.29, 0.14], [0.59, 0.34, -0.25], [-0.45, -0.14, 0.32], [-1.64, -0.42, 0.79], [1.98, 0.22, -0.72], [0.23, 0.23, 0.26], [-0.42, 0.37, -0.17], [1.05, -0.18, 0.33], [-0.25, -0.08, -0.04], [-0.04, -0.20, 0.15], [-0.05, 0.22, 0.02], [0.13, -0.25, -0.11], [0.04, 0.14, 0.40], [-0.04, -0.17, 0.20], [-0.10, 0.21, 0.23], [-0.03, -0.13, 0.03], [0.15, 0.04, -0.31], [-0.14, 0.26, -0.03]],
  "e_homo_ev": -3.1,
  "gap_ev": 6.09,
  "fmax_ev_per_a": 2.116,
  "lumo_energy_ev": 3.026,
  "e_tot_ha": -861.677946,
  "total_charge": -1
}

{
  "formula": "C15H17AuF6GeN3O5S2",
  "method": "ωB97M-V/def2-TZVPD",
  "species": ["Au", "O", "C", "C", "C", "C", "C", "C", "C", "N", "C", "C", "N", "H", "H", "H", "H", "H", "H", "H", "C", "Ge", "C", "C", "C", "H", "H", "H", "H", "H", "H", "H", "H", "H", "H", "F", "C", "F", "F", "S", "O", "O", "N", "S", "O", "O", "C", "F", "F", "F"],
  "coordinates": [[-0.104, 1.030, 0.334], [0.783, 0.307, 2.602], [0.254, -0.460, 3.454], [0.637, -0.415, 4.836], [0.035, -1.193, 5.793], [-0.988, -2.095, 5.460], [-1.354, -2.204, 4.136], [-0.751, -1.439, 3.131], [-1.110, -1.686, 1.743], [-1.086, -0.870, 0.692], [-1.574, -1.568, -0.395], [-1.906, -2.821, -0.013], [-1.611, -2.879, 1.332], [1.424, 0.283, 5.097], [0.352, -1.103, 6.827], [-1.482, -2.682, 6.223], [-2.160, -2.885, 3.872], [-1.627, -1.125, -1.372], [-2.283, -3.662, -0.567], [-1.650, -3.689, 1.924], [-2.767, 2.141, -2.101], [-1.662, 3.565, -1.334], [-2.754, 5.131, -0.867], [-0.255, 4.105, -2.592], [-0.717, 2.797, 0.205], [-3.252, 2.477, -3.018], [-3.533, 1.810, -1.399], [-2.120, 1.294, -2.335], [-3.231, 5.535, -1.762], [-2.120, 5.907, -0.434], [-3.534, 4.882, -0.146], [-0.690, 4.476, -3.521], [0.381, 3.248, -2.817], [0.361, 4.896, -2.162], [-0.748, 3.412, 1.113], [3.381, -2.165, 1.049], [2.509, -2.630, 0.160], [1.387, -2.980, 0.791], [3.020, -3.706, -0.430], [2.136, -1.333, -1.091], [1.768, -0.199, -0.270], [1.135, -1.884, -1.960], [3.526, -1.041, -1.747], [3.988, -1.685, -3.123], [5.316, -1.238, -3.409], [3.684, -3.078, -3.280], [2.934, -0.813, -4.407], [1.952, -1.594, -4.846], [2.399, 0.312, -3.923], [3.703, -0.489, -5.452]],
  "forces_ev_per_a": [[-0.40, -0.17, 0.40], [0.10, 0.02, 0.02], [-0.04, 0.06, -0.13], [-0.09, -0.09, 0.17], [0.07, 0.09, -0.13], [-0.03, -0.04, 0.03], [-0.01, -0.03, 0.02], [0.13, 0.02, -0.13], [-0.18, 0.10, 0.09], [0.32, -0.09, -0.34], [-0.06, -0.08, 0.08], [0.03, 0.06, 0.06], [-0.03, -0.03, 0.08], [-0.01, 0.00, -0.01], [0.00, 0.00, 0.00], [0.00, 0.00, -0.01], [0.01, 0.00, 0.01], [0.05, 0.01, -0.03], [0.00, 0.00, 0.03], [-0.01, -0.01, -0.04], [0.10, 0.04, -0.03], [0.10, -0.05, -0.16], [0.04, -0.01, 0.01], [-0.09, -0.04, 0.03], [-0.14, 0.34, -0.02], [0.00, 0.01, 0.01], [0.03, 0.00, 0.02], [-0.05, 0.03, 0.01], [0.02, 0.00, 0.03], [-0.04, -0.01, -0.02], [0.03, -0.03, -0.01], [-0.02, -0.01, 0.02], [0.00, 0.03, 0.02], [0.00, -0.04, 0.00], [0.10, -0.05, 0.00], [-0.02, -0.12, 0.05], [0.08, 0.19, -0.10], [-0.04, -0.06, 0.08], [0.02, -0.11, 0.05], [0.03, 0.15, -0.36], [0.14, -0.07, 0.04], [-0.03, -0.05, 0.08], [-0.02, -0.01, 0.02], [0.01, -0.20, 0.05], [0.02, 0.14, 0.08], [-0.08, 0.11, -0.03], [0.09, -0.07, 0.13], [-0.05, 0.01, -0.03], [-0.01, 0.02, -0.06], [-0.04, 0.02, -0.09]],
  "e_homo_ev": -4.3,
  "gap_ev": 5.64,
  "fmax_ev_per_a": 0.588,
  "lumo_energy_ev": 1.318,
  "e_tot_ha": -4730.428238,
  "total_charge": -1
}

{
  "formula": "C15H17BN5O6",
  "method": "ωB97M-V/def2-TZVPD",
  "species": ["C", "C", "C", "C", "C", "B", "O", "C", "C", "C", "C", "O", "C", "O", "O", "H", "H", "H", "H", "H", "H", "H", "H", "H", "H", "H", "H", "H", "H", "O", "N", "C", "C", "N", "N", "N", "N", "C", "C", "C", "O", "H", "H", "H"],
  "coordinates": [[4.723, 0.962, -0.649], [3.540, 1.754, -0.488], [3.349, 3.120, -0.436], [1.944, 3.319, -0.418], [1.323, 2.062, -0.478], [1.641, -1.594, 0.344], [2.031, -2.687, 1.053], [0.671, -2.931, 1.625], [-0.481, -2.098, 0.799], [-1.836, -2.688, 1.138], [-0.142, -2.171, -0.768], [1.173, -1.518, -0.962], [-0.216, -0.527, 1.127], [1.155, -0.364, 1.137], [2.363, 1.119, -0.433], [5.562, 1.649, -0.708], [4.854, 0.254, 0.152], [4.727, 0.364, -1.544], [4.149, 3.856, -0.400], [1.422, 4.269, -0.274], [0.494, -4.021, 1.585], [0.752, -2.625, 2.670], [-2.639, -2.324, 0.474], [-1.804, -3.782, 0.998], [-2.071, -2.480, 2.199], [0.006, -3.190, -1.175], [-0.974, -1.655, -1.290], [0.667, 1.501, -1.107], [-0.637, -0.270, 2.125], [0.168, 1.559, -2.739], [-1.057, 1.326, -2.462], [-1.521, 0.640, -1.265], [-0.946, 0.717, 0.206], [-2.209, 1.006, 0.972], [-2.152, 1.223, 2.337], [-3.394, 1.090, 2.779], [-4.219, 0.650, 1.829], [-3.478, 0.583, 0.691], [-3.832, 0.171, -0.605], [-2.875, 0.350, -1.566], [-1.932, 1.573, -3.353], [-0.262, 1.602, 0.276], [-4.844, -0.146, -0.777], [-3.190, 0.351, -2.622]],
  "forces_ev_per_a": [[1.38, -0.43, 0.07], [-1.68, 1.75, 0.32], [0.42, -0.95, 0.31], [-1.61, -0.74, 0.15], [4.39, 0.77, -0.13], [-1.34, 3.68, 0.43], [-0.74, -0.21, -0.26], [-0.22, 0.39, -0.42], [1.24, 0.46, -0.73], [-0.11, -0.15, 0.07], [0.24, -0.63, 0.78], [-0.43, -0.74, 0.44], [-1.71, 0.18, -0.55], [1.66, -2.72, -0.54], [0.85, 0.99, -0.95], [0.34, -0.15, 0.14], [0.24, -0.18, 0.57], [-0.21, -0.15, -0.63], [-0.35, -0.14, 0.00], [0.22, -0.42, -0.48], [0.00, 0.57, -0.28], [-0.42, 0.16, -0.08], [0.30, 0.18, 0.41], [0.01, 0.32, 0.11], [-0.13, -0.05, -0.54], [-0.49, 0.23, 0.46], [0.91, -0.06, 0.05], [-0.85, 1.12, 0.17], [0.41, -0.38, -0.54], [-1.99, -0.52, 0.31], [0.61, -0.57, -0.82], [0.25, 1.38, -1.57], [-1.75, -0.60, 0.30], [-0.30, -0.99, 1.45], [-2.02, 0.67, -0.43], [2.10, -0.27, -0.50], [0.81, 0.28, -1.35], [0.49, 0.29, 1.84], [0.17, -0.07, -0.61], [-1.48, -0.88, 0.92], [1.74, 0.42, 0.76], [-1.28, -1.37, 0.73], [-0.14, 0.04, -0.25], [0.43, -0.51, 0.88]],
  "e_homo_ev": -4.0,
  "gap_ev": 6.74,
  "fmax_ev_per_a": 4.458,
  "lumo_energy_ev": 2.746,
  "e_tot_ha": -1331.690669,
  "total_charge": -1
}

- What is the formula in the first record?
  C15H16NO3